A 8-piece molecular cluster, C44H77BF5I2O7 overall, computed with ωB97M-V with the def2-TZVPD basis set.

The geometry in XYZ format:
```
136
Properties=species:S:1:pos:R:3:forces:R:3:mulliken_charge:R:1
C -4.7033 2.0200 -0.9050 0.724 -0.145 -0.484 -0.75
C -3.9177 2.1748 0.4496 0.069 0.206 -0.662 -0.29
C -4.4192 1.2611 1.6446 -0.153 0.795 0.135 -0.19
C -5.5720 0.2566 1.2907 -0.503 -0.159 0.327 -0.44
C -5.8488 -0.8593 2.3772 0.242 0.401 0.296 -0.65
C -4.5626 -1.4849 3.0344 -0.046 0.874 -0.209 -0.52
C -3.5338 -2.1281 2.0265 -0.357 -0.733 0.858 -0.03
C -4.1574 -3.0465 0.9054 1.388 -0.464 -0.638 -0.94
C -3.1478 -3.0863 -0.3452 -0.570 1.104 1.317 0.52
C -3.3295 -1.7328 -1.1263 -0.519 -0.328 0.434 0.61
C -2.8601 -1.6737 -2.6324 -1.620 0.722 -0.169 -0.35
C -1.9938 -2.8212 -3.2325 -0.608 0.007 -0.421 -0.55
B -0.3547 -2.7513 -3.2902 -0.563 -1.214 -0.324 -0.38
C 0.3697 -1.3618 -3.7479 0.439 -0.175 0.401 -1.19
I -0.2347 -1.1279 -5.8841 0.284 0.218 0.354 -0.09
C 0.1578 0.0474 -3.1462 1.235 1.519 -2.256 -0.08
C 1.4309 0.9692 -3.5319 -0.618 0.805 0.315 -0.99
I -0.1637 0.3489 -1.0364 -0.136 -0.261 -0.113 -0.02
C 0.4275 -3.6293 -2.0990 1.221 0.185 0.109 1.13
F -0.4410 -4.3453 -1.2550 0.693 0.492 -0.630 -0.35
F 1.2371 -4.6668 -2.6949 -0.654 0.823 0.515 -0.41
C 1.4256 -2.8737 -1.1875 0.805 0.464 3.612 -0.30
C 1.0879 -2.7768 0.2535 2.369 1.252 -0.321 -0.30
C 2.0073 -2.1019 1.1855 0.568 -0.125 -1.845 -1.01
C 3.2709 -1.5194 0.7482 -1.205 -1.068 -1.329 -0.67
C 3.6281 -1.6321 -0.6595 -1.860 -0.598 0.863 -0.17
C 4.9628 -1.0416 -1.1792 -1.172 -0.933 0.708 0.87
F 5.0810 0.2794 -0.7899 0.311 -1.463 -0.943 -0.15
F 6.0422 -1.7207 -0.6258 -0.972 1.033 -0.824 -0.29
F 5.0504 -1.1532 -2.5444 0.088 0.478 1.634 -0.32
C 2.7062 -2.3000 -1.5566 -0.182 -0.084 -0.158 0.46
H -5.7742 2.3391 -0.8707 0.826 -0.350 0.166 0.30
H -4.6283 0.9595 -1.2801 -0.246 1.055 0.404 -0.01
H -4.1932 2.6441 -1.6974 -0.530 -0.516 0.834 0.32
H -2.8344 1.9561 0.2179 -1.089 0.089 0.259 -0.09
H -3.9383 3.2713 0.7186 -0.045 -1.115 -0.013 0.37
H -4.8356 1.9610 2.4297 0.407 -0.832 -0.613 0.29
H -3.5163 0.7910 2.1130 -0.907 0.133 -0.491 0.14
H -6.5197 0.8709 1.2231 0.914 -0.641 -0.076 0.47
H -5.4720 -0.2547 0.3026 0.337 0.580 0.755 0.15
H -6.4591 -0.3731 3.2012 0.663 -0.833 -0.979 -0.10
H -6.4439 -1.6790 1.8894 0.327 0.812 0.550 0.41
H -4.9061 -2.1776 3.8506 0.462 0.351 -0.861 0.41
H -4.0165 -0.6532 3.5631 -0.621 -0.916 -0.377 0.14
H -2.8688 -2.8057 2.6461 -0.501 0.716 -0.647 0.21
H -2.8362 -1.3390 1.6256 -0.939 -0.708 0.083 0.05
H -4.2115 -4.1144 1.2691 -0.262 1.122 -0.062 0.38
H -5.1673 -2.7276 0.5491 0.790 -0.194 0.405 0.40
H -2.1261 -3.0523 0.1352 -0.835 -0.577 -0.857 -0.89
H -3.3272 -4.0155 -0.9335 0.332 0.884 0.274 0.42
H -4.4412 -1.5126 -1.0837 1.088 -0.215 -0.315 -0.11
H -2.8856 -0.9248 -0.4725 -0.199 -0.761 -0.905 -0.40
H -2.5050 -0.6135 -2.8106 0.175 -1.223 0.034 0.10
H -3.8332 -1.6790 -3.2214 0.973 -0.083 0.624 0.33
H -2.3655 -3.8059 -2.8191 0.514 1.024 -0.267 0.12
H -2.3134 -2.8963 -4.3209 0.336 0.215 1.098 0.15
H -0.1085 -3.4694 -4.2456 0.181 -0.163 0.088 -0.23
H 1.4728 -1.5677 -3.8623 -1.143 0.417 0.091 0.69
H -0.6968 0.5538 -3.6754 0.544 -0.777 1.105 0.68
H 1.8899 1.4175 -2.6060 -0.155 -0.683 -1.015 0.22
H 2.1782 0.4236 -4.1571 -0.572 0.323 0.659 0.34
H 1.0806 1.8570 -4.1356 0.305 -0.926 0.497 0.21
H 0.1568 -3.1839 0.6961 0.722 0.259 -0.718 0.25
H 1.7632 -2.0289 2.2714 0.077 -0.122 -1.086 0.34
H 3.9577 -1.0325 1.4747 -0.656 -0.423 -0.644 0.46
H 3.0056 -2.3900 -2.6317 -0.263 0.064 1.160 0.35
C -1.1404 -0.8017 7.0264 -0.164 0.272 -0.001 -1.20
C -2.0901 -1.5423 6.1187 -0.308 0.149 -0.147 0.84
O -3.1186 -1.0333 5.7315 0.233 -0.068 0.340 -0.48
C -1.7082 -2.9424 5.7115 -0.282 -0.049 -0.175 -0.99
H -1.5412 0.1903 7.2363 0.012 -0.078 -0.043 0.29
H -1.0291 -1.3417 7.9689 0.188 -0.056 -0.074 0.35
H -0.1696 -0.6914 6.5395 0.059 -0.132 0.135 0.34
H -1.6217 -3.5770 6.5960 0.210 0.014 -0.029 0.39
H -0.7625 -2.9267 5.1663 0.069 -0.083 0.157 0.26
H -2.4807 -3.3523 5.0602 0.049 0.069 0.036 0.20
C 4.3324 2.0500 1.3265 -0.348 -0.003 0.244 -0.65
C 4.1899 3.0223 2.4697 -0.257 -0.051 0.191 0.58
O 3.2351 2.9840 3.2171 0.170 0.038 -0.109 -0.60
C 5.2831 4.0460 2.6471 -0.147 0.120 0.217 -0.93
H 3.4777 1.3732 1.3165 0.044 0.076 -0.029 0.17
H 4.3601 2.5926 0.3792 0.217 -0.075 -0.021 0.26
H 5.2435 1.4620 1.4503 0.081 0.135 -0.170 0.41
H 5.3527 4.6759 1.7573 0.162 -0.061 0.001 0.06
H 6.2362 3.5444 2.8284 0.043 0.031 -0.184 0.38
H 5.0511 4.6776 3.5050 -0.003 -0.040 -0.077 0.27
C 7.6351 -0.0774 -2.7651 0.440 0.118 0.121 -0.97
C 8.8681 0.2986 -3.5417 0.254 0.094 0.288 0.74
O 9.8514 0.7460 -2.9873 -0.099 -0.080 -0.169 -0.59
C 8.8361 0.0990 -5.0354 0.330 0.129 -0.047 -1.25
H 7.8015 0.1198 -1.7063 0.003 -0.044 -0.089 0.25
H 6.7867 0.5179 -3.1022 -0.059 -0.244 -0.114 0.26
H 7.4243 -1.1389 -2.8933 -0.118 0.094 -0.140 0.55
H 8.0399 0.7031 -5.4747 -0.111 -0.194 -0.018 0.30
H 8.6787 -0.9561 -5.2666 -0.211 0.066 -0.051 0.35
H 9.7894 0.4124 -5.4621 -0.059 -0.016 0.060 0.35
C 2.3429 6.0125 0.7880 0.219 0.077 0.321 -1.10
C 3.5683 6.4147 0.0066 0.231 0.144 0.050 0.94
O 4.5517 6.8609 0.5622 -0.160 -0.097 -0.049 -0.57
C 3.5226 6.2397 -1.4890 0.320 0.230 -0.019 -1.05
H 2.5157 6.1919 1.8498 0.001 -0.031 -0.077 0.27
H 1.4856 6.6071 0.4671 -0.065 -0.191 -0.108 0.41
H 2.1390 4.9498 0.6411 -0.185 0.062 -0.106 0.24
H 2.7163 6.8440 -1.9105 -0.146 -0.205 0.018 0.42
H 3.3718 5.1866 -1.7341 -0.165 0.062 -0.073 0.24
H 4.4679 6.5662 -1.9204 -0.049 -0.101 0.070 0.24
C 8.3891 5.2522 -0.7690 -0.199 0.328 0.006 -1.22
C 7.4728 4.5185 -1.7147 -0.311 0.083 -0.123 0.61
O 6.4512 5.0276 -2.1231 0.162 -0.052 0.031 -0.53
C 7.8751 3.1288 -2.1290 -0.280 0.153 -0.159 -0.80
H 7.9742 6.2380 -0.5565 -0.020 -0.093 -0.016 0.31
H 8.4764 4.6992 0.1683 0.188 -0.051 -0.070 0.30
H 9.3731 5.3761 -1.2254 0.063 -0.171 0.133 0.39
H 7.9366 2.4840 -1.2509 0.248 -0.001 -0.054 0.28
H 8.8351 3.1548 -2.6464 0.091 -0.120 0.236 0.35
H 7.1233 2.7252 -2.8070 0.009 0.102 0.070 0.27
C -4.7063 -6.6327 -3.9699 0.132 0.038 0.267 -1.17
C -5.1998 -5.2287 -4.2147 0.134 0.306 0.296 0.89
O -4.9932 -4.3426 -3.4193 -0.175 -0.158 -0.088 -0.44
C -5.9607 -4.9750 -5.4924 -0.055 0.298 0.015 -1.23
H -4.1777 -6.6680 -3.0171 -0.025 0.052 -0.082 0.26
H -5.5520 -7.3227 -3.9281 0.057 -0.063 -0.185 0.39
H -4.0179 -6.9289 -4.7637 -0.134 -0.107 -0.049 0.32
H -6.8618 -5.5916 -5.5181 0.098 -0.113 -0.138 0.36
H -5.3276 -5.1983 -6.3533 -0.111 -0.150 -0.017 0.34
H -6.2529 -3.9256 -5.5357 0.054 -0.071 0.036 0.29
C -6.1405 1.3151 6.4118 0.177 0.017 -0.299 -0.95
C -7.4241 1.2734 5.6226 0.129 -0.001 -0.343 0.86
O -7.4169 1.2343 4.4125 -0.156 0.153 0.281 -0.55
C -8.7169 1.2820 6.3999 -0.219 -0.024 -0.265 -1.21
H -5.2934 1.3031 5.7254 -0.071 -0.057 0.046 0.17
H -6.0984 2.2309 7.0055 -0.050 -0.118 0.163 0.39
H -6.0751 0.4413 7.0629 -0.008 0.119 0.127 0.29
H -8.7886 2.1958 6.9930 0.041 -0.123 0.159 0.34
H -8.7657 0.4067 7.0507 0.037 0.134 0.149 0.33
H -9.5563 1.2487 5.7049 0.084 0.000 0.028 0.30
```
Positions in Å, forces in eV/Å.

Output
Gap between HOMO and LUMO   7.537 eV
Charge   -1
Multiplicity   1
Largest force on an atom   0.0725 Eh/bohr
DFT total energy   -91674.545 eV
LUMO energy   0.0748 Ha